[1]
# C19H18NO2V

A structure of composition C19H18NO2V in a non-equilibrium geometry (ωB97M-V/def2-TZVPD, the Open Molecules 2025 dataset).

Properties
<S²>: 3.780
Total charge: -1
Energy relative to the best compared isomer or geometry (same formula, charge and spin), kJ/mol: 530.3
Highest occupied orbital energy (alpha / beta), eV: -1.715 / -2.360
DFT total energy, hartree: -1883.78149
Spin multiplicity: 4

Element x y z (Å)
1 C 0.435 -1.716 3.849
2 C -0.937 -1.926 3.340
3 C -0.821 -2.206 1.987
4 H -1.833 -1.752 3.956
5 C 0.594 -2.184 1.629
6 C 1.355 -1.805 2.744
7 H 2.442 -1.768 2.861
8 H 0.794 -1.617 4.891
9 H -1.648 -2.455 1.333
10 H 0.979 -2.429 0.642
11 C -0.997 2.130 2.489
12 C -0.689 1.896 3.832
13 C 0.789 1.559 3.886
14 H -1.401 1.527 4.618
15 C 1.315 1.834 2.569
16 C 0.235 2.257 1.761
17 H 0.292 2.614 0.743
18 H -2.005 2.367 2.178
19 H 1.496 1.300 4.733
20 H 2.388 1.889 2.355
21 V 0.007 -0.032 2.331
22 O -0.299 -0.133 -1.688
23 C -1.442 -0.901 -2.172
24 C -0.099 -0.911 -2.929
25 H -1.686 -1.806 -1.581
26 H -2.268 -0.324 -2.642
27 H 0.515 -1.830 -2.802
28 H 0.807 -1.930 -5.229
29 C 0.550 -0.874 -5.338
30 C 0.057 -0.196 -4.196
31 C -0.277 1.175 -4.298
32 H -0.629 1.714 -3.413
33 C -0.119 1.836 -5.519
34 H -0.368 2.896 -5.590
35 C 0.358 1.152 -6.644
36 H 0.479 1.671 -7.597
37 C 0.692 -0.207 -6.543
38 H 1.070 -0.749 -7.407
39 O -0.019 0.010 6.789
40 C -0.067 -0.037 5.620
41 N -0.044 -0.039 4.452

Atomic partial charges in e from the natural (NBO) method, atoms 1 to 8: number 1, C, carries -0.157; number 2, C, carries -0.369; number 3, C, carries -0.338; number 4, H, carries 0.228; number 5, C, carries -0.366; number 6, C, carries -0.442; number 7, H, carries 0.223; number 8, H, carries 0.223



[2]
# C19H18O2

An isolated molecule of C19H18O2 in a non-equilibrium geometry (ωB97M-V/def2-TZVPD, the Open Molecules 2025 dataset).

Properties
Total charge: 0
Energy relative to the best compared isomer or geometry (same formula, charge and spin), kJ/mol: 867.1
SMILES string: CCC[C@H](C)c1cccc2c1C(=O)c1ccccc1C2=O
Highest occupied orbital energy, eV: -8.990
DFT total energy, hartree: -884.95364
Spin multiplicity: 1

Element x y z (Å)
1 C -4.290 -2.237 -0.866
2 C -2.935 -2.421 -1.739
3 C -1.639 -2.795 -0.879
4 C -1.109 -1.668 0.126
5 C -2.027 -1.457 1.451
6 C -0.818 -0.244 -0.524
7 C -1.928 0.672 -1.158
8 C -1.673 2.058 -1.786
9 C -0.228 2.680 -1.789
10 C 0.878 1.821 -1.146
11 C 0.623 0.386 -0.541
12 C 1.913 -0.327 0.067
13 O 2.235 -1.528 -0.093
14 C 2.891 0.641 0.917
15 C 3.513 0.177 2.262
16 C 4.411 1.190 3.037
17 C 4.673 2.600 2.419
18 C 4.051 3.081 1.063
19 C 3.142 2.075 0.311
20 C 2.379 2.416 -1.072
21 O 2.899 3.083 -1.996
22 H -4.177 -2.629 0.214
23 H -4.596 -1.125 -0.817
24 H -5.195 -2.779 -1.325
25 H -3.145 -3.338 -2.417
26 H -2.770 -1.552 -2.484
27 H -0.798 -3.041 -1.635
28 H -1.833 -3.751 -0.258
29 H -0.093 -2.048 0.531
30 H -2.604 -2.405 1.713
31 H -1.285 -1.227 2.307
32 H -2.674 -0.525 1.340
33 H -2.999 0.277 -1.173
34 H -2.517 2.671 -2.243
35 H -0.046 3.721 -2.238
36 H 3.283 -0.867 2.671
37 H 4.901 0.966 4.051
38 H 5.341 3.312 3.030
39 H 4.249 4.138 0.667

Atomic partial charges in e from the natural (NBO) method, atoms 1 to 8: number 1, C, carries -0.635; number 2, C, carries -0.426; number 3, C, carries -0.395; number 4, C, carries -0.273; number 5, C, carries -0.618; number 6, C, carries 0.057; number 7, C, carries -0.230; number 8, C, carries -0.198



[3]
# C19H19AuCl3N4OS

A structure of composition C19H19AuCl3N4OS (ωB97M-V/def2-TZVPD, the Open Molecules 2025 dataset).

Properties
Total charge: +1
Highest occupied orbital energy, eV: -11.010
DFT total energy, hartree: -2943.92789
Spin multiplicity: 1

Element x y z (Å)
1 Au -1.771 0.373 -2.508
2 Cl 1.631 4.801 4.356
3 C 1.157 3.153 4.133
4 C 1.870 2.340 3.268
5 C 1.471 1.025 3.094
6 C 0.365 0.501 3.757
7 C -0.073 -0.935 3.527
8 C -1.415 -1.053 2.781
9 N -1.588 -0.200 1.603
10 C -1.806 1.159 1.605
11 C -1.918 1.537 0.308
12 N -1.780 0.418 -0.486
13 C -1.584 -0.604 0.327
14 O 0.975 -1.704 2.978
15 C 1.117 -1.702 1.567
16 C 2.541 -2.000 1.226
17 C 3.197 -1.446 0.170
18 Cl 2.544 -0.311 -0.950
19 S 4.814 -1.986 0.026
20 C 4.634 -2.974 1.412
21 C 3.388 -2.892 1.946
22 C -0.306 1.342 4.638
23 Cl -1.672 0.757 5.550
24 C 0.070 2.660 4.835
25 H 2.732 2.729 2.746
26 H 2.057 0.386 2.448
27 H -0.270 -1.391 4.502
28 H -2.213 -0.802 3.477
29 H -1.566 -2.085 2.464
30 H -1.865 1.728 2.515
31 H -2.089 2.513 -0.106
32 H -1.443 -1.626 0.022
33 H 0.855 -0.731 1.138
34 H 0.454 -2.460 1.125
35 H 5.466 -3.564 1.758
36 H 3.072 -3.426 2.828
37 H -0.469 3.286 5.531
38 C -2.161 1.512 -7.696
39 N -1.723 0.327 -6.952
40 C -1.629 -0.955 -7.656
41 C -1.757 0.340 -5.652
42 N -1.752 0.349 -4.499
43 H -1.546 1.598 -8.589
44 H -2.019 2.397 -7.082
45 H -3.210 1.424 -7.981
46 H -1.028 -0.807 -8.551
47 H -2.619 -1.317 -7.935
48 H -1.137 -1.684 -7.017

Atomic partial charges in e from the natural (NBO) method, atoms 1 to 8: number 1, Au, carries 0.604; number 2, Cl, carries 0.038; number 3, C, carries -0.023; number 4, C, carries -0.215; number 5, C, carries -0.196; number 6, C, carries -0.029; number 7, C, carries 0.067; number 8, C, carries -0.247



[4]
# C19H19BClFN2O4

An isolated molecule of C19H19BClFN2O4 in a non-equilibrium geometry (ωB97M-V/def2-TZVPD, the Open Molecules 2025 dataset).

Properties
Total charge: 0
Energy relative to the best compared isomer or geometry (same formula, charge and spin), kJ/mol: 92.9
SMILES string: C=CC(=O)N(CC(=O)N[C@@H](Cc1ccc(Cl)cc1)B(O)O)c1ccccc1F
Highest occupied orbital energy, eV: -8.868
DFT total energy, hartree: -1730.84435
Spin multiplicity: 1

Element x y z (Å)
1 C 2.006 3.214 -1.262
2 C 2.030 1.885 -1.359
3 C 1.901 0.994 -0.142
4 O 2.030 1.526 0.965
5 N 1.827 -0.377 -0.206
6 C 1.500 -0.964 -1.524
7 C 0.189 -0.409 -2.075
8 O 0.268 0.611 -2.778
9 N -1.026 -0.995 -1.775
10 C -2.300 -0.178 -1.758
11 C -2.114 1.200 -1.105
12 C -1.985 1.147 0.406
13 C -2.836 1.908 1.249
14 C -2.514 1.976 2.612
15 C -1.392 1.403 3.132
16 Cl -1.180 1.452 4.902
17 C -0.598 0.599 2.336
18 C -0.902 0.494 0.949
19 B -2.995 -0.476 -3.205
20 O -4.158 -1.196 -3.314
21 O -2.149 -0.164 -4.345
22 C 1.981 -1.266 0.938
23 C 3.041 -1.064 1.783
24 C 3.388 -1.921 2.822
25 C 2.581 -3.004 3.009
26 C 1.484 -3.203 2.117
27 C 1.146 -2.326 1.102
28 F 0.212 -2.607 0.200
29 H 1.729 3.781 -0.378
30 H 2.239 3.893 -2.060
31 H 1.996 1.446 -2.311
32 H 2.304 -0.774 -2.279
33 H 1.444 -2.074 -1.391
34 H -0.920 -1.654 -0.976
35 H -3.212 -0.612 -1.268
36 H -1.167 1.711 -1.541
37 H -2.869 1.937 -1.333
38 H -3.722 2.389 0.766
39 H -3.219 2.437 3.306
40 H 0.336 0.070 2.635
41 H -0.181 -0.029 0.347
42 H -4.257 -1.422 -4.270
43 H -1.256 0.137 -4.039
44 H 3.673 -0.176 1.545
45 H 4.151 -1.576 3.479
46 H 2.712 -3.716 3.765
47 H 0.783 -4.024 2.330

Atomic partial charges in e from the natural (NBO) method, atoms 1 to 8: number 1, C, carries -0.286; number 2, C, carries -0.309; number 3, C, carries 0.645; number 4, O, carries -0.612; number 5, N, carries -0.461; number 6, C, carries -0.316; number 7, C, carries 0.684; number 8, O, carries -0.655



[5]
# C19H19BeClIN3O4S

A structure of composition C19H19BeClIN3O4S (ωB97M-V/def2-TZVPD, the Open Molecules 2025 dataset).

Properties
Total charge: 0
Highest occupied orbital energy, eV: -7.890
DFT total energy, hartree: -2371.54494
Spin multiplicity: 1

Element x y z (Å)
1 Be -0.617 0.373 -1.038
2 O -1.518 -0.007 0.286
3 N -1.249 0.801 1.261
4 N -0.403 1.667 0.910
5 O 0.075 1.649 -0.321
6 C 0.113 2.617 1.847
7 C -0.535 2.816 3.057
8 C -0.001 3.726 3.951
9 C 1.156 4.427 3.636
10 C 1.784 4.215 2.418
11 C 1.265 3.303 1.511
12 H -1.431 2.260 3.291
13 H -0.492 3.890 4.901
14 H 1.568 5.137 4.341
15 H 2.687 4.756 2.170
16 H 1.739 3.109 0.561
17 Cl -1.811 -1.001 -7.288
18 C -1.170 -0.913 -5.676
19 C -0.084 -1.662 -5.326
20 C 0.469 -1.620 -4.026
21 I 2.112 -2.802 -3.554
22 C -0.073 -0.806 -3.057
23 O 0.320 -0.650 -1.824
24 C -1.220 -0.039 -3.446
25 N -1.709 0.703 -2.425
26 C -2.774 1.447 -2.621
27 C -3.408 1.500 -3.871
28 C -2.922 0.755 -4.916
29 C -1.790 -0.063 -4.725
30 H 0.365 -2.311 -6.066
31 H -3.138 2.015 -1.774
32 H -4.279 2.127 -3.998
33 H -3.401 0.784 -5.885
34 C 2.448 -3.824 0.968
35 C 2.549 -2.560 1.808
36 S 1.117 -1.475 1.580
37 O 1.407 -0.222 2.342
38 C -0.099 -2.397 2.559
39 C 0.147 -2.323 4.055
40 H 3.409 -4.339 0.949
41 H 2.172 -3.590 -0.061
42 H 1.713 -4.521 1.371
43 H 3.377 -1.927 1.486
44 H 2.683 -2.758 2.871
45 H -0.110 -3.419 2.174
46 H -1.052 -1.940 2.287
47 H 1.045 -2.866 4.350
48 H -0.694 -2.760 4.594
49 H 0.259 -1.284 4.363

Atomic partial charges in e from the natural (NBO) method, atoms 1 to 8: number 1, Be, carries 1.669; number 2, O, carries -0.696; number 3, N, carries 0.171; number 4, N, carries 0.169; number 5, O, carries -0.729; number 6, C, carries 0.184; number 7, C, carries -0.229; number 8, C, carries -0.201